1.
Computed, not measured: C31H40FN3OOsPSi as an isolated structure at a distorted geometry, with ωB97M-V with the def2-TZVPD basis set.

XYZ file:
```
79
Properties=species:S:1:pos:R:3:forces:R:3
Os 0.125685 -1.348597 -0.694492 0.66 1.64 0.30
P 0.653715 1.517106 1.111768 0.55 0.88 1.08
Si -1.699743 0.314047 -2.736639 -0.12 1.06 -0.76
F -2.361588 -3.633402 -1.080637 0.21 -0.11 0.05
O 0.215546 0.663730 -0.094775 -0.65 -1.90 -1.06
N -1.788686 -0.924857 -1.411815 -0.01 -0.97 0.62
N 2.303610 -1.064287 -0.641308 -0.41 -0.15 -0.12
N 0.264216 -3.497172 -0.618286 -0.32 0.34 0.08
C -2.827341 2.666987 3.810175 -0.02 -0.02 0.01
C -5.338941 -0.909966 -0.475342 0.02 0.33 0.01
C 0.088584 0.048162 -3.321251 -0.40 0.06 0.19
C -3.026983 -0.106444 -3.991388 0.46 -0.22 0.33
C 2.838551 0.935708 2.798199 0.01 -0.03 -0.11
C -0.729026 1.988984 2.148311 0.19 -0.20 -0.38
C 1.530168 -4.242887 -0.327725 0.50 -0.10 -0.10
C -3.323126 -2.748585 -0.813329 0.03 -0.03 0.06
C 2.444016 -4.337153 -1.539766 -0.18 0.20 -0.05
C -5.595962 -2.284352 -0.316165 0.17 -0.13 -0.02
C -1.537811 3.077945 4.127434 0.05 -0.04 0.01
C 1.546348 2.957780 0.533583 -0.31 -0.48 0.22
C -2.997249 -1.362623 -0.982237 0.17 0.09 -0.11
C 1.655588 5.320600 0.120822 -0.01 0.01 -0.02
C 3.377548 -2.023012 -1.046360 0.05 -0.31 -0.26
C 2.924320 5.160038 -0.418378 -0.06 0.02 0.00
C 2.885076 -2.993020 -2.117290 0.01 -0.02 0.21
C 3.110118 -1.219248 3.841499 0.07 0.01 0.02
C 1.711468 0.464146 2.134718 -0.25 0.20 -0.28
C -3.069289 1.917743 2.666690 -0.06 -0.03 0.02
C 3.540748 0.084258 3.644135 0.05 0.03 0.05
C -2.017070 1.567070 1.835565 0.02 0.06 -0.05
C 0.958743 4.219914 0.596945 -0.06 0.05 0.00
C 1.979856 -1.694381 3.184074 -0.14 -0.05 -0.08
C 1.279193 -0.852012 2.336147 0.06 -0.02 0.17
C -4.087238 -0.460523 -0.786481 -0.20 0.10 -0.01
C 2.819371 2.795308 -0.017666 0.09 0.04 -0.06
C -1.939198 2.118073 -2.250212 0.18 -0.61 0.09
C -4.564955 -3.208867 -0.490403 -0.07 -0.07 0.07
C 3.506910 3.898852 -0.490333 0.04 -0.09 -0.02
C -0.481591 2.735123 3.300758 0.03 0.03 0.00
H -2.870559 0.526919 -4.867148 0.00 0.02 -0.01
H 3.326001 -4.902202 -1.235587 -0.03 -0.06 0.01
H 3.712611 -2.561022 -0.160442 -0.01 0.07 0.05
H 4.422306 0.448743 4.154417 -0.01 -0.02 0.03
H -3.646411 2.923895 4.468531 -0.01 0.04 -0.03
H 0.768650 0.721454 -2.794189 0.06 -0.03 -0.01
H -1.188547 2.464910 -1.542948 0.01 0.07 0.05
H 2.064071 -2.519325 -2.671012 0.09 -0.01 -0.10
H 0.149426 0.307592 -4.381209 0.03 -0.06 -0.03
H -0.034261 4.346087 1.010503 0.04 0.01 0.03
H -3.013634 -1.146082 -4.321819 -0.02 0.01 -0.01
H 2.026439 -3.777135 0.524728 -0.09 0.09 -0.01
H -1.832851 2.698520 -3.170700 0.00 0.01 -0.01
H 1.630794 -2.702958 3.365963 0.01 0.00 0.01
H -1.358104 3.657508 5.022480 0.01 0.00 0.00
H 0.527557 3.043775 3.549624 -0.02 0.04 0.03
H -4.080367 1.612149 2.430438 0.02 -0.03 0.01
H 1.953725 -4.917801 -2.325521 0.04 -0.10 0.05
H 3.643864 -1.868477 4.522611 0.03 0.01 -0.01
H -2.179338 0.974698 0.943792 -0.08 0.02 -0.06
H 2.496164 -0.717744 0.302368 0.03 0.06 -0.05
H -0.401479 -3.761544 0.103970 -0.17 -0.12 -0.11
H 0.436946 -0.994850 -3.251513 0.05 0.05 -0.16
H 4.229110 -1.452757 -1.414252 -0.05 0.12 0.07
H 3.167541 1.956824 2.648245 0.03 -0.02 0.05
H -0.116472 -3.898383 -1.474780 -0.20 0.04 -0.06
H -2.932773 2.328469 -1.853681 0.01 0.03 -0.02
H -6.143339 -0.197522 -0.348971 -0.01 -0.03 0.04
H 1.205228 6.302363 0.172851 0.02 0.00 -0.01
H 3.463803 6.021033 -0.789735 0.01 0.00 0.02
H -6.591477 -2.628054 -0.069291 0.00 0.00 0.00
H 0.346599 -1.194870 1.877121 -0.02 -0.02 0.19
H -3.898452 0.601572 -0.872545 0.01 -0.02 -0.04
H 2.368047 -0.251393 -1.254440 0.06 0.07 0.08
H -4.015284 0.124799 -3.591561 -0.02 0.00 -0.02
H 3.679402 -3.176610 -2.838788 -0.05 0.05 -0.08
H 1.260674 -5.256271 -0.027784 -0.13 0.07 0.08
H 3.282802 1.814356 -0.061562 0.03 0.03 0.03
H 4.498384 3.783866 -0.907129 -0.01 0.00 0.00
H -4.730338 -4.274712 -0.399617 -0.03 0.02 -0.04
```
Positions in Å, forces in eV/Å.

Output
**Total charge**: +3
**E_tot**: -2265.2541 hartree
**Multiplicity**: 5

=====

2.
Computed, not measured: an isolated molecule of C4H8N2O at a distorted geometry, with ωB97M-V with the def2-TZVPD basis set.

XYZ file:
```
15
Properties=species:S:1:pos:R:3:forces:R:3
O 0.666702 -2.187912 -0.197418 -0.64 -0.09 0.67
N 1.847678 0.285569 -0.519088 -0.20 0.01 0.42
N -0.294889 1.168676 0.171306 -0.26 1.68 0.56
C -1.683801 -0.942639 0.364210 2.81 -2.28 0.77
C 0.589846 0.129652 0.092346 0.12 -1.29 -0.75
C -0.033499 2.357518 -0.201048 0.34 -0.52 0.48
C 0.007858 -1.084184 0.284563 -2.78 2.23 -1.60
H 2.311078 -0.608529 -0.599186 0.22 0.13 0.04
H -1.905285 -0.400566 1.274601 -0.13 0.12 -0.16
H 0.930441 2.681143 -0.586602 0.12 -0.04 -0.26
H -1.998518 -1.977906 0.498389 -0.35 -0.15 0.13
H -2.221375 -0.559860 -0.499958 0.63 0.30 -0.12
H 0.138242 -2.966575 0.009689 0.15 -0.05 0.00
H -0.776893 3.121919 -0.025804 -0.21 0.08 -0.17
H 2.422414 0.983695 -0.066002 0.18 -0.13 -0.04
```
Positions in Å, forces in eV/Å.

Output
**Structure (SMILES)**: C=N/C(N)=C(\C)O
**Relative energy (zero: lowest compared OMol25 entry of this formula, charge and spin)**: 298.9 kJ/mol
**Multiplicity**: 1

=====

3.
Computed, not measured: C3H4N2OS2 as an isolated structure at a distorted geometry, with ωB97M-V with the def2-TZVPD basis set.

XYZ file:
```
12
Properties=species:S:1:pos:R:3:forces:R:3
S 3.430445 -0.114701 -0.448980 -5.38 -1.13 3.69
S -0.795159 -0.838178 0.236480 0.80 -0.84 -0.10
O 0.457596 1.526003 0.136694 1.23 0.46 0.42
N -2.337183 1.243748 0.144501 5.40 1.74 -3.91
N -3.472341 -0.762435 -0.508690 3.69 0.38 1.01
C 1.894673 -0.439359 0.594971 4.26 -1.76 -0.36
C -2.381896 -0.045184 -0.302553 -1.89 -2.24 1.85
C 0.642919 0.386394 0.411247 -1.88 -1.22 -1.34
H -3.192824 -1.766474 -0.287523 -0.61 1.30 -0.93
H 1.802449 -1.501360 1.490618 0.36 3.64 -3.14
H -1.554004 1.810093 -0.577061 -2.53 -1.89 3.21
H -3.148485 1.715472 0.007741 -3.44 1.55 -0.39
```
Positions in Å, forces in eV/Å.

Output
**Relative energy (zero: lowest compared OMol25 entry of this formula, charge and spin)**: 483.7 kJ/mol
**Multiplicity**: 1

=====

4.
Computed, not measured: a 3-piece molecular cluster, C2H8O2 overall at a distorted geometry, with ωB97M-V with the def2-TZVPD basis set.

XYZ file:
```
12
Properties=species:S:1:pos:R:3:forces:R:3
O 2.678087 5.669428 0.621040 -0.17 -0.38 -0.14
O -1.286510 -2.930728 -3.032914 0.11 -0.13 0.44
C -1.669061 -3.770328 -2.254633 -0.31 0.77 -0.05
C -1.334327 -3.737310 -0.730753 0.28 -0.05 -1.56
H 2.491837 4.982976 1.273044 0.07 0.17 0.04
H -0.762591 -2.794531 -0.481995 -0.54 -1.27 -0.35
H -2.228143 -3.832962 -0.103729 0.20 -0.10 -0.21
H -0.731670 -4.670401 -0.681026 -0.09 0.64 0.73
H 2.402828 5.259283 -0.210164 0.10 0.21 0.11
H 1.563984 5.417359 4.395345 -0.03 -0.04 -0.06
H -2.279912 -4.600084 -2.722951 0.35 0.15 1.00
H 1.155483 5.007302 3.928738 0.03 0.04 0.05
```
Positions in Å, forces in eV/Å.

Output
**Structure (SMILES)**: [H][H].CC=O.O
**Relative energy (zero: lowest compared OMol25 entry of this formula, charge and spin)**: 127.4 kJ/mol
**Multiplicity**: 1

=====

5.
Computed, not measured: an isolated molecule of C17H19N3O2, with ωB97M-V with the def2-TZVPD basis set.

XYZ file:
```
41
Properties=species:S:1:pos:R:3:forces:R:3
O -2.175257 1.840569 0.841973 0.09 0.20 0.08
O 5.122303 -0.899401 1.235873 -0.15 -0.10 0.11
N -1.469011 -0.003813 -0.307142 -0.19 -0.25 -0.18
N 4.015843 0.337072 -0.750287 0.35 0.06 -0.14
N 2.005061 -0.703468 -1.124353 0.21 0.11 0.05
C -4.185748 -1.005869 0.523718 0.06 0.11 -0.04
C 1.963880 1.296178 0.169499 0.13 -0.17 -0.04
C -6.416718 -0.565987 -0.297678 -0.03 -0.05 0.02
C 4.895375 1.190350 0.010257 0.00 -0.10 0.18
C 5.591506 -1.378489 -0.003259 0.12 -0.01 -0.12
C 2.660896 0.304764 -0.541845 -0.48 0.01 -0.10
C -6.034210 0.703995 -0.695990 0.00 0.07 -0.03
C -3.238353 -1.937890 1.223102 0.00 -0.03 0.04
C 4.691466 -0.879452 -1.158686 0.05 -0.20 0.01
C -0.082121 0.167981 -0.350941 0.50 0.18 0.09
C 0.592434 1.226004 0.262507 -0.08 -0.11 -0.05
C -5.501826 -1.402350 0.314914 -0.04 0.02 -0.05
C -4.732617 1.118383 -0.489405 0.06 0.00 0.00
C -2.410478 0.795264 0.273090 -0.05 -0.34 -0.23
C -3.801317 0.266850 0.096043 -0.30 0.02 0.07
C 5.241045 0.502901 1.348377 0.05 0.19 0.04
C 0.693544 -0.765722 -1.028655 -0.33 0.22 0.21
H -1.804807 -0.825272 -0.790483 -0.09 0.18 0.10
H 5.563842 -2.466302 0.068894 0.08 0.07 -0.09
H -2.795036 -2.642374 0.517223 0.10 -0.07 0.02
H 2.476948 2.110053 0.654041 0.06 0.06 0.04
H 5.802015 1.328752 -0.588465 -0.09 0.07 0.05
H -4.416435 2.108577 -0.781929 0.02 0.10 -0.01
H 5.296256 -0.676449 -2.049831 -0.02 -0.10 0.02
H 3.920671 -1.608768 -1.404113 0.27 0.06 -0.03
H 0.038114 1.973521 0.805437 -0.01 0.02 0.01
H 4.453095 2.170492 0.176106 0.09 0.02 -0.03
H 6.261308 0.775128 1.662053 -0.12 0.01 -0.01
H 4.538981 0.790366 2.134023 0.08 0.04 -0.04
H -2.436862 -1.394279 1.716934 0.06 -0.08 0.05
H -6.747649 1.368677 -1.159109 -0.05 0.06 -0.04
H -5.811782 -2.383404 0.646343 -0.03 -0.09 0.05
H -7.432249 -0.900209 -0.450805 -0.08 -0.03 -0.01
H 0.235962 -1.615404 -1.523795 -0.18 -0.06 -0.03
H -3.774294 -2.519558 1.970377 0.01 -0.05 0.03
H 6.634659 -1.061994 -0.155823 -0.05 -0.07 0.01
```
Positions in Å, forces in eV/Å.

Output
**Structure (SMILES)**: Cc1ccccc1C(=O)Nc1ccc(N2CCOCC2)nc1
**Relative energy (zero: lowest compared OMol25 entry of this formula, charge and spin)**: 188.0 kJ/mol
**Multiplicity**: 1

=====

6.
Computed, not measured: C31H30BN8O2PdSe as an isolated structure, with ωB97M-V with the def2-TZVPD basis set.

XYZ file:
```
74
Properties=species:S:1:pos:R:3:forces:R:3
Pd 0.255899 -0.855049 -2.714351 0.15 -0.23 -0.34
Se 3.088139 -2.878284 -4.586646 -0.23 -0.36 -0.27
O 0.154488 -0.620830 0.869533 -0.03 -0.09 -0.03
O 0.046756 1.691738 0.539438 0.01 -0.23 -0.20
N 1.516170 0.334683 -0.976468 0.20 -0.01 0.16
N 2.087960 -4.164414 -5.631576 0.40 0.20 0.15
N -3.053956 1.035125 -1.762732 -0.03 0.05 -0.09
N -1.120365 0.208235 -1.113112 -0.29 0.02 0.22
N -0.638787 -2.475880 -4.051187 0.14 0.29 0.21
N 3.413278 1.229610 -1.624371 0.05 0.08 -0.10
N 1.629472 -2.171058 -3.905676 -0.07 0.26 0.19
N 0.188431 2.307594 -2.681639 0.04 -0.04 -0.07
C -1.719629 -3.144485 -4.577136 -0.12 -0.27 -0.21
C 2.525727 -1.919734 -0.252055 0.01 -0.02 0.03
C 1.390406 2.664114 -1.953542 0.01 0.02 0.04
C -1.680398 3.428701 5.218652 -0.01 -0.02 0.00
C 0.033307 -0.008743 2.034452 0.00 0.01 -0.03
C -0.026230 -0.579969 3.299636 0.01 -0.03 0.02
C -0.150211 0.294742 4.348495 0.01 -0.06 -0.01
C -3.348552 -0.239603 -1.274474 0.06 -0.14 0.03
C -1.109689 2.556415 -2.094827 -0.04 0.02 -0.03
C -2.057535 -2.076171 -0.381513 -0.02 -0.01 0.05
C -0.032552 1.412361 1.843288 -0.01 0.07 0.13
C -2.135844 -0.772960 -0.859396 0.05 0.01 -0.04
C 0.826224 -3.921583 -5.359097 -0.40 0.06 0.08
C 3.733573 -2.589766 -0.196124 -0.04 0.01 0.00
C 2.556785 -0.614450 -0.731936 -0.04 0.01 -0.04
C -3.243475 -2.784074 -0.311512 0.04 0.01 0.00
C 2.114750 1.425694 -1.510840 -0.20 -0.05 -0.02
C 4.933821 -1.994934 -0.610340 0.03 0.00 0.00
C 0.824614 3.634199 5.378274 0.02 -0.03 0.00
C -0.359394 2.645073 5.377108 -0.01 0.04 0.00
C 3.749443 -0.039854 -1.153103 -0.05 -0.13 0.04
C 4.965937 -0.707027 -1.105481 0.02 0.02 -0.01
C 0.537164 -2.858154 -4.430146 0.14 -0.06 -0.13
C -1.567316 -4.178461 -5.476889 -0.37 0.26 0.25
C -4.465556 -2.228064 -0.714177 -0.03 0.00 -0.01
C -0.217538 1.727743 4.184514 0.00 0.08 0.00
C -4.542526 -0.943959 -1.214588 -0.03 0.02 -0.01
C -0.155775 2.276832 2.895960 0.01 0.00 -0.07
C -0.305538 -4.590799 -5.887601 0.45 -0.14 -0.14
C -0.382007 1.898225 6.710642 0.00 0.00 0.01
C -1.763452 1.275608 -1.658875 0.14 -0.02 -0.01
B 0.156263 0.393217 -0.184234 -0.01 0.40 0.19
H 3.756374 -3.603692 0.179349 -0.01 0.00 0.00
H 5.887745 -0.244899 -1.431994 0.00 0.00 0.00
H -1.796900 4.094873 6.072910 0.01 -0.01 0.01
H 0.025306 -1.649955 3.442443 0.00 0.00 0.00
H -2.692699 -2.813418 -4.245574 0.00 0.00 -0.01
H -0.172041 -5.398541 -6.594549 0.01 0.00 0.00
H -3.229845 -3.798656 0.062585 0.01 0.00 0.00
H 0.726508 4.296460 6.237719 -0.01 -0.01 0.01
H 0.847805 4.259006 4.485568 0.00 -0.01 -0.01
H -0.202114 3.343746 2.733104 0.00 0.01 0.02
H 5.853365 -2.559273 -0.539635 0.01 0.00 0.00
H -1.122189 -2.520777 -0.076995 -0.01 -0.01 0.00
H -1.767510 3.030402 -2.825535 -0.01 0.01 0.03
H -5.365434 -2.822449 -0.637640 -0.01 0.01 0.00
H -3.718991 1.669568 -2.186184 0.00 0.01 0.01
H 0.232324 2.577840 -3.651482 -0.01 0.03 0.01
H -1.058370 3.229907 -1.234216 0.03 -0.01 0.01
H 1.609150 -2.392858 0.066085 0.03 -0.01 -0.01
H -0.480235 2.624116 7.516275 0.00 0.00 0.00
H 0.541601 1.344676 6.889133 0.00 -0.01 0.00
H -1.691779 4.043012 4.318250 0.00 0.00 -0.01
H 1.775928 3.107628 5.465059 0.01 0.02 0.00
H 2.062475 3.250344 -2.581539 0.02 0.00 0.02
H -0.198042 -0.102220 5.351537 0.00 0.00 0.00
H 4.054776 1.893039 -2.039042 0.00 0.00 0.02
H -2.538254 2.755201 5.196759 -0.01 0.01 0.00
H -5.480182 -0.515315 -1.541320 0.00 0.00 0.00
H 1.169718 3.271010 -1.071308 -0.01 0.00 -0.02
H -2.449724 -4.667506 -5.864302 0.00 -0.01 0.00
H -1.231079 1.217107 6.790168 0.00 0.00 0.00
```
Positions in Å, forces in eV/Å.

Output
**Relative energy (zero: lowest compared OMol25 entry of this formula, charge and spin)**: 0.0 kJ/mol
**Total charge**: +3
**Multiplicity**: 5